Computed, not measured: a 6-piece molecular cluster, C26H37F18O16P overall at a distorted geometry, with ωB97M-V/def2-TZVPD.

## Properties
Strongest force on any atom in eV Å⁻¹: 3.7
E_HOMO in eV: -9.640
Energy above the lowest of the compared OMol25 structures with the same formula, charge and spin in kJ/mol: 0.00
Lowest unoccupied orbital energy in eV: 0.5972
SMILES string: COCCCO[P@](=O)(O)OCOC(F)(F)F.CCOC(=O)C(F)(F)F.CCOC(=O)C(F)(F)F.CCOC(=O)C(F)(F)F.CCOC(=O)C(F)(F)F.CCOC(=O)C(F)(F)F
Molar mass in g mol⁻¹: 978.504

Structure (ORCA input):
```
! RIJCOSX wB97M-V def2-TZVPD def2/J DEFGRID3
* xyz 0 1
C 0.4526 -0.0756 -3.2584
O 0.2493 -0.5748 -1.9527
C 0.1957 -1.9838 -1.9291
C 0.7361 -2.5058 -0.6247
C 0.1586 -1.7827 0.5870
O 1.1615 -1.6673 1.6211
P 1.0376 -2.7322 2.7596
O 1.1475 -4.1242 2.3504
O -0.3322 -2.4173 3.5112
O 2.1171 -2.2482 3.8353
C 3.3476 -2.9383 3.8358
O 3.9335 -2.8912 2.5486
C 5.1397 -2.2840 2.4471
F 5.4277 -2.1304 1.1300
F 5.1797 -1.0653 3.0485
F 6.1236 -3.0457 3.0272
H 0.2524 0.9856 -3.2754
H 1.4916 -0.2230 -3.5478
H -0.1983 -0.5728 -3.9563
H -0.8227 -2.3302 -2.1058
H 0.8112 -2.3804 -2.7339
H 1.8129 -2.3843 -0.5903
H 0.5225 -3.5609 -0.5170
H -0.1889 -0.7948 0.3330
H -0.6994 -2.3395 0.9475
H -0.1486 -2.2337 4.4354
H 3.9667 -2.4644 4.5814
H 3.1863 -3.9753 4.0913
C 6.7206 -1.5574 6.0209
C 7.5313 -2.0542 7.1956
O 7.0838 -1.4492 8.4268
C 5.9836 -1.9642 8.9381
O 5.3130 -2.8308 8.4666
C 5.6575 -1.2957 10.2846
F 5.8383 0.0229 10.2429
F 6.4430 -1.7937 11.2423
F 4.3920 -1.5320 10.5996
H 6.7398 -0.4688 5.9662
H 7.1134 -1.9597 5.0900
H 5.6801 -1.8656 6.1210
H 8.5783 -1.7780 7.1020
H 7.4774 -3.1385 7.2763
C -1.7534 3.5658 -8.5709
C -2.8346 2.6566 -8.0350
O -2.3660 1.2918 -7.9635
C -1.6508 0.9970 -6.8958
O -1.3551 1.7296 -6.0014
C -1.2647 -0.4897 -6.9256
F -0.8481 -0.8718 -8.1314
F -2.3135 -1.2477 -6.5948
F -0.2911 -0.7235 -6.0505
H -1.3881 3.2199 -9.5386
H -2.1351 4.5756 -8.6827
H -0.9002 3.5922 -7.8927
H -3.6937 2.6449 -8.7009
H -3.1844 2.9814 -7.0585
C -0.8213 5.0549 -1.7966
C -1.3899 4.2656 -2.9548
O -2.0232 5.1347 -3.9161
C -1.2217 5.7135 -4.7902
O -0.0373 5.6090 -4.8657
C -2.0624 6.5227 -5.7922
F -3.0081 7.2401 -5.1860
F -2.6575 5.6708 -6.6335
F -1.3019 7.3473 -6.4958
H -1.5959 5.6691 -1.3369
H -0.4181 4.3777 -1.0451
H -0.0229 5.7179 -2.1282
H -2.1753 3.5939 -2.6170
H -0.6277 3.6662 -3.4493
C -8.9360 3.0440 -7.6010
C -8.5770 3.7587 -6.3172
O -7.7381 2.9359 -5.4815
C -6.4498 2.9426 -5.7663
O -5.9148 3.5566 -6.6381
C -5.7097 2.0519 -4.7498
F -6.3647 0.9100 -4.5485
F -5.6140 2.6885 -3.5795
F -4.4835 1.7587 -5.1622
H -9.3998 2.0818 -7.3844
H -9.6322 3.6462 -8.1827
H -8.0502 2.8583 -8.2073
H -9.4662 3.9549 -5.7233
H -8.0846 4.7102 -6.5094
C 2.3619 -3.8151 9.4434
C 1.3553 -4.9220 9.2324
O 0.3085 -4.4814 8.3421
C 0.5906 -4.5315 7.0528
O 1.6058 -4.9038 6.5516
C -0.6219 -4.0446 6.2403
F -1.1574 -2.9471 6.7807
F -1.5587 -4.9941 6.2076
F -0.2630 -3.7618 4.9971
H 1.8658 -2.9128 9.8022
H 3.1175 -4.1098 10.1694
H 2.8653 -3.5692 8.5104
H 0.8550 -5.1839 10.1617
H 1.8239 -5.8215 8.8370
*
```

Löwdin population analysis, charges in e, atoms 1 to 5:
1 C -0.092
2 O -0.189
3 C -0.240
4 C -0.135
5 C -0.188